ORCA calculation (ωB97M-V/def2-TZVPD) on C25H23Cl5N7SV as an isolated structure at a distorted geometry.

Properties
* frontier orbital gap (spin up / spin down): 7.1 / 6.3 eV
* electronic energy: -135858.668 eV
* expectation value of S²: 0.765
* 2S+1: 2
* net charge: +1
* LUMO level (spin up / spin down): -2.337 / -2.349 eV

Geometry (Å):
V 0.627 0.331 -0.348
C -0.763 1.411 -2.535
N -1.133 0.850 -1.199
C -1.860 1.818 -0.315
C -1.330 1.788 1.108
C -2.014 2.396 2.136
C -1.498 2.341 3.422
C -0.291 1.699 3.635
C 0.359 1.138 2.552
N -0.150 1.164 1.308
C -1.907 -0.424 -1.405
C -2.369 -1.017 -0.099
C -3.676 -1.422 0.093
C -4.036 -1.949 1.326
C -3.081 -2.024 2.326
C -1.794 -1.594 2.046
N -1.432 -1.121 0.852
C 0.348 0.577 -3.158
C 0.591 0.611 -4.518
C 1.621 -0.150 -5.037
C 2.372 -0.942 -4.177
C 2.094 -0.915 -2.832
N 1.110 -0.150 -2.305
H -0.381 2.414 -2.391
H -1.621 1.461 -3.206
H -2.930 1.624 -0.329
H -1.707 2.822 -0.690
H -2.952 2.904 1.934
H -2.034 2.799 4.247
H 0.150 1.635 4.621
H 1.314 0.643 2.668
H -1.257 -1.151 -1.890
H -2.758 -0.234 -2.058
H -4.404 -1.323 -0.705
H -5.052 -2.282 1.505
H -3.326 -2.407 3.308
H -1.013 -1.633 2.805
H -0.021 1.238 -5.159
H 1.831 -0.137 -6.101
H 3.172 -1.571 -4.544
H 2.660 -1.517 -2.137
Cl 2.948 -0.388 0.397
C 3.102 1.356 0.161
C 1.927 1.939 -0.282
C 2.021 3.331 -0.372
Cl 0.623 4.285 -0.859
C 3.195 4.039 -0.068
Cl 3.247 5.751 -0.174
C 4.345 3.359 0.337
Cl 5.797 4.206 0.691
C 4.295 1.981 0.467
Cl 5.661 1.071 0.978
N 1.111 -2.716 2.260
N 0.448 -3.929 2.048
C -0.129 -4.260 0.881
N -0.980 -5.307 0.956
S 0.093 -3.414 -0.552
H 0.810 -2.101 1.519
H 2.102 -2.871 2.134
H 0.207 -4.423 2.886
H -0.983 -5.919 1.755
H -1.295 -5.692 0.083

Force components x, y, z for each atom (eV/Å):
0.73 -1.29 0.54
0.30 -0.47 0.16
-1.08 0.19 -0.37
0.33 -0.26 -0.06
0.21 -0.22 -0.20
-0.27 0.13 0.09
-0.10 0.12 0.09
0.03 -0.11 0.10
-0.16 0.03 -0.29
-0.67 1.08 1.12
0.02 0.27 0.37
0.24 0.12 0.12
-0.16 -0.01 0.01
-0.06 -0.04 0.01
-0.08 -0.03 0.00
0.16 0.09 -0.08
-0.16 -0.07 -0.15
-0.04 -0.10 0.39
-0.07 0.09 -0.14
0.09 -0.06 -0.15
0.02 0.00 -0.24
-0.39 0.28 0.27
0.05 -0.04 -1.01
0.00 0.23 0.15
-0.12 -0.01 -0.05
-0.16 -0.04 0.04
0.08 0.16 -0.20
0.10 -0.08 0.04
0.06 -0.03 -0.08
-0.02 0.01 -0.08
0.05 0.01 -0.04
0.14 -0.01 -0.14
-0.11 0.06 -0.07
0.07 -0.01 0.07
0.07 0.03 -0.01
0.02 0.02 -0.04
-0.13 0.01 -0.11
0.04 -0.11 0.07
-0.02 -0.01 0.13
-0.05 0.04 0.01
0.01 0.01 0.10
0.08 -0.28 0.09
-0.12 0.05 -0.06
0.60 0.75 -0.16
0.21 0.00 0.03
0.14 -0.28 0.07
-0.30 -0.05 -0.06
-0.04 0.07 -0.04
0.04 0.21 -0.02
-0.04 -0.02 -0.01
0.09 -0.35 0.10
0.00 0.05 0.02
0.14 -0.19 0.35
0.08 0.10 -0.20
-0.16 0.08 -0.10
0.02 -0.12 -0.10
0.31 -0.22 0.01
-0.09 0.24 -0.29
0.24 0.01 -0.09
-0.15 -0.03 0.19
0.01 -0.02 0.01
-0.03 -0.03 -0.05